No. 1
{
  "formula": "C6H8N2O3",
  "method": "ωB97M-V/def2-TZVPD",
  "elements": ["C", "C", "C", "C", "C", "C", "N", "N", "O", "O", "O", "H", "H", "H", "H", "H", "H", "H", "H"],
  "positions_angstrom": [[1.009, -2.174, -0.579], [-0.746, 0.049, 0.053], [-1.174, -1.218, 0.343], [-1.563, 1.187, -0.101], [1.092, 0.268, -0.038], [-0.883, 2.530, -0.084], [-0.104, -2.207, 0.141], [1.684, -1.048, -0.580], [-2.784, 1.110, -0.107], [-2.227, -1.719, 0.611], [1.699, 0.575, 1.102], [1.604, -3.127, -0.895], [1.340, 1.111, -0.755], [0.186, 2.477, -0.205], [-1.078, 2.888, 0.949], [-1.260, 3.257, -0.827], [-0.514, -3.146, 0.341], [2.354, -1.044, -1.297], [1.365, 0.232, 1.927]],
  "lowdin_charge": [-0.103, 0.013, -0.502, -0.507, -0.252, -0.019, 0.130, 0.108, 0.048, 0.091, 0.027, 0.188, 0.142, 0.034, 0.105, 0.092, 0.171, 0.119, 0.116],
  "fmax_ev_per_a": 5.2,
  "molar_mass_g_mol": 156.1,
  "de_lowest_kcal_mol": 74.6,
  "e_lumo_ev": -0.2
}

---

No. 2
{
  "formula": "C36H58N14P2",
  "method": "ωB97M-V/def2-TZVPD",
  "elements": ["C", "C", "C", "C", "C", "P", "P", "C", "C", "C", "H", "H", "H", "H", "H", "H", "H", "H", "H", "H", "H", "H", "H", "H", "H", "H", "C", "C", "N", "H", "H", "H", "C", "C", "N", "H", "H", "H", "C", "C", "N", "H", "H", "H", "C", "C", "N", "H", "H", "H", "C", "C", "N", "H", "H", "H", "C", "C", "N", "H", "H", "H", "C", "C", "N", "H", "H", "H", "C", "C", "N", "H", "H", "H", "C", "C", "N", "H", "H", "H", "C", "C", "N", "H", "H", "H", "C", "C", "N", "H", "H", "H", "C", "C", "N", "H", "H", "H", "C", "C", "N", "H", "H", "H", "C", "C", "N", "H", "H", "H"],
  "positions_angstrom": [[1.179, 1.551, -1.888], [0.272, 0.745, -1.859], [-0.728, -0.286, -1.694], [-1.116, -0.940, -3.017], [-1.978, -2.214, -2.867], [-2.483, -2.606, -1.127], [-0.856, -3.640, -0.129], [-0.373, -2.559, 1.276], [0.659, -3.721, -1.210], [1.874, -2.955, -0.682], [1.931, 2.199, -1.522], [-0.272, -1.037, -1.054], [-1.594, 0.130, -1.196], [-0.214, -1.240, -3.536], [-1.651, -0.223, -3.627], [-1.477, -3.080, -3.283], [-2.892, -2.088, -3.435], [-3.471, -3.603, -1.238], [0.418, -3.041, 1.839], [-0.051, -1.564, 0.977], [-1.224, -2.418, 1.931], [0.975, -4.756, -1.266], [0.464, -3.392, -2.227], [2.722, -3.169, -1.324], [2.109, -3.239, 0.334], [1.724, -1.878, -0.704], [-1.456, 4.019, -0.128], [-2.405, 2.919, -0.137], [-3.161, 2.053, -0.141], [-1.286, 4.371, 0.889], [-0.499, 3.709, -0.543], [-1.812, 4.862, -0.719], [5.066, -0.045, -0.732], [4.700, 1.356, -0.806], [4.347, 2.445, -0.869], [5.568, -0.370, -1.642], [5.734, -0.231, 0.101], [4.184, -0.669, -0.598], [-1.042, -0.842, 4.724], [0.410, -0.910, 4.715], [1.558, -0.969, 4.705], [-1.400, -0.298, 5.598], [-1.422, -0.333, 3.839], [-1.491, -1.846, 4.744], [-6.461, 2.788, -0.582], [-7.818, 2.560, -0.118], [-8.891, 2.369, 0.244], [-6.387, 2.637, -1.650], [-6.134, 3.802, -0.368], [-5.759, 2.103, -0.106], [4.131, -2.972, 2.469], [5.268, -2.590, 1.647], [6.145, -2.246, 0.990], [4.370, -2.898, 3.528], [3.283, -2.317, 2.271], [3.819, -3.990, 2.269], [1.629, -4.893, 5.942], [2.149, -5.084, 4.600], [2.558, -5.219, 3.536], [0.665, -5.387, 6.052], [2.313, -5.303, 6.684], [1.487, -3.834, 6.152], [2.606, 5.152, -2.652], [1.219, 5.563, -2.526], [0.120, 5.880, -2.430], [2.723, 4.101, -2.396], [2.972, 5.292, -3.668], [3.249, 5.726, -1.987], [-1.346, 8.333, -4.619], [-1.686, 9.747, -4.680], [-1.955, 10.862, -4.726], [-0.816, 8.096, -3.698], [-2.233, 7.712, -4.658], [-0.708, 8.048, -5.454], [7.157, -5.462, 0.142], [6.661, -6.446, -0.806], [6.267, -7.223, -1.554], [8.215, -5.615, 0.351], [7.039, -4.450, -0.240], [6.622, -5.521, 1.087], [-1.116, -6.392, 2.503], [-0.191, -5.728, 3.405], [0.544, -5.204, 4.116], [-0.624, -7.194, 1.955], [-1.951, -6.831, 3.047], [-1.522, -5.696, 1.768], [-3.257, -3.604, 7.784], [-3.022, -3.393, 6.366], [-2.835, -3.227, 5.245], [-4.072, -4.309, 7.940], [-2.367, -4.004, 8.267], [-3.519, -2.670, 8.277], [7.851, 3.296, -1.022], [9.041, 3.870, -1.629], [9.979, 4.324, -2.110], [7.873, 3.404, 0.061], [6.946, 3.781, -1.383], [7.768, 2.234, -1.245], [-4.480, 4.555, -3.073], [-3.486, 5.078, -3.995], [-2.703, 5.491, -4.726], [-4.157, 4.676, -2.040], [-5.428, 5.068, -3.184], [-4.649, 3.493, -3.244], [-8.945, 3.140, -4.088], [-8.132, 3.966, -3.213], [-7.497, 4.622, -2.517], [-8.382, 2.279, -4.444], [-9.825, 2.775, -3.561], [-9.278, 3.708, -4.955]],
  "lowdin_charge": [0.106, -0.129, -0.279, -0.243, -0.457, 0.680, 0.684, -0.360, -0.441, -0.164, -0.020, 0.047, 0.076, 0.105, 0.108, 0.050, 0.062, -0.112, 0.015, 0.025, 0.021, 0.059, 0.051, 0.076, 0.041, 0.052, -0.067, -0.261, 0.147, 0.088, 0.057, 0.062, -0.072, -0.259, 0.142, 0.092, 0.041, 0.069, -0.086, -0.281, 0.126, 0.083, 0.084, 0.009, -0.121, -0.293, 0.123, 0.043, 0.074, 0.054, -0.088, -0.246, 0.136, 0.084, 0.072, 0.029, -0.072, -0.433, 0.140, 0.078, 0.078, 0.081, -0.062, -0.251, 0.151, 0.033, 0.089, 0.087, -0.098, -0.288, 0.111, 0.053, 0.026, 0.083, -0.085, -0.287, 0.120, 0.082, 0.055, 0.076, -0.046, -0.106, 0.089, 0.089, 0.083, 0.024, -0.057, -0.242, 0.143, 0.087, 0.084, 0.087, -0.087, -0.285, 0.125, 0.084, 0.067, 0.073, -0.082, -0.249, 0.143, 0.069, 0.038, 0.082, -0.049, -0.238, 0.158, 0.086, 0.090, 0.087],
  "fmax_ev_per_a": 8.2,
  "molar_mass_g_mol": 748.9,
  "e_lumo_ev": 0.0
}

---

No. 3
{
  "formula": "C3H8ClN3O4P",
  "method": "ωB97M-V/def2-TZVPD",
  "elements": ["N", "C", "N", "C", "Cl", "O", "C", "P", "O", "O", "O", "N", "H", "H", "H", "H", "H", "H", "H", "H"],
  "positions_angstrom": [[1.361, -1.985, -0.028], [1.239, -0.706, 0.405], [2.094, 0.245, 0.058], [1.375, 1.534, -0.160], [1.582, 2.673, 1.228], [0.050, 1.363, -0.506], [-0.662, 0.677, 0.504], [-2.044, -0.294, -0.393], [-2.082, -1.682, 0.058], [-1.692, -0.236, -1.987], [-3.404, 0.531, -0.216], [0.161, -0.311, 1.228], [0.791, -2.294, -0.807], [2.005, -2.606, 0.449], [2.652, -0.036, -0.750], [1.860, 2.037, -1.008], [-1.180, 1.326, 1.229], [-0.772, -0.530, -2.063], [-3.807, 0.254, 0.626], [0.475, 0.039, 2.134]],
  "lowdin_charge": [0.188, -0.297, 0.199, -0.639, 0.715, -0.093, -0.328, 0.511, -0.246, -0.098, -0.088, 0.094, 0.133, 0.143, 0.183, 0.143, 0.147, 0.068, 0.109, 0.156],
  "charge": 1,
  "fmax_ev_per_a": 2.7,
  "molar_mass_g_mol": 216.5,
  "e_lumo_ev": -6.1,
  "smiles": "NC1=[NH+][C@H](P(=O)(O)O)O[C@@H](Cl)N1"
}